{
  "formula": "C6H34N2O9",
  "method": "ωB97M-V with the def2-TZVPD basis set",
  "smiles": "CC[C@@H](CNC)NC.O.O.O.O.O.O.O.O.O",
  "homo_ev": -8.9,
  "e_above_lowest_kj_mol": 632.1,
  "homo_lumo_gap_ev": 8.6,
  "e_tot_ha": -1035.49922,
  "symbols": ["C", "C", "C", "C", "N", "C", "N", "C", "H", "H", "H", "H", "H", "H", "H", "H", "H", "H", "H", "H", "H", "H", "H", "H", "O", "H", "H", "O", "H", "H", "O", "H", "H", "O", "H", "H", "O", "H", "H", "O", "H", "H", "O", "H", "H", "O", "H", "H", "O", "H", "H"],
  "positions_angstrom": [[-3.3491, -3.0353, -1.1740], [-2.2788, -2.0111, -1.5377], [-0.9996, -1.7852, -0.7239], [0.0936, -2.3351, -1.8229], [1.3117, -2.2479, -0.9240], [2.3338, -1.4315, -1.4833], [-0.8075, -0.4290, -0.1272], [-1.1479, -0.4231, 1.3360], [-3.9623, -3.3206, -1.9833], [-2.7921, -3.8277, -0.7688], [-3.9039, -2.7294, -0.2660], [-2.0239, -2.3108, -2.5627], [-2.8553, -1.1001, -1.7787], [-0.9592, -2.6993, -0.0610], [0.0993, -1.7003, -2.7196], [0.0022, -3.5113, -2.0559], [1.1281, -2.0130, 0.0388], [2.7044, -1.8635, -2.4690], [3.1920, -1.6404, -0.7986], [2.1417, -0.2805, -1.7042], [0.0554, 0.0420, -0.2440], [-2.2560, -0.7520, 1.3572], [-0.5828, -1.0117, 1.9511], [-1.3344, 0.6076, 1.6221], [0.0095, 2.0724, 1.4202], [0.6374, 1.6470, 1.9149], [0.4315, 2.8392, 0.8949], [0.0997, 1.4674, -2.7415], [0.7757, 2.0655, -2.3638], [0.0689, 0.5941, -2.3224], [1.1223, 2.0905, 4.6568], [0.1835, 2.1735, 4.7860], [1.3902, 2.3153, 3.8243], [3.6071, -2.5276, 1.2071], [3.5416, -2.9721, 2.0625], [3.2159, -3.0196, 0.5472], [-3.3770, 1.8742, 0.1624], [-3.1493, 2.1811, 1.0595], [-2.5666, 1.2205, -0.1189], [5.0447, 0.2911, -0.3534], [5.0916, 0.2931, 0.6147], [4.1116, 0.3503, -0.5123], [1.7777, 2.8310, -0.3802], [2.6273, 2.8939, 0.1629], [1.6837, 3.6613, -0.8050], [-0.9457, 3.4172, -0.6223], [-1.5287, 2.7666, -0.2455], [-1.0546, 3.4594, -1.5374], [-2.2335, 2.3676, 2.7955], [-1.4710, 2.5166, 2.1987], [-2.9030, 2.9392, 2.5947]]
}

=====

{
  "formula": "C6H34NO10",
  "method": "ωB97M-V with the def2-TZVPD basis set",
  "homo_ev": [-2.0, -9.2],
  "multiplicity": 2,
  "e_above_lowest_kj_mol": 9.4,
  "homo_lumo_gap_ev": [2.2, 9.3],
  "e_tot_ha": -1055.96795,
  "symbols": ["C", "C", "C", "C", "C", "C", "N", "H", "H", "H", "H", "H", "H", "H", "H", "H", "H", "H", "H", "H", "H", "H", "H", "O", "H", "H", "O", "H", "H", "O", "H", "H", "O", "H", "H", "O", "H", "H", "O", "H", "H", "O", "H", "H", "O", "H", "H", "O", "H", "H", "O"],
  "positions_angstrom": [[-1.9612, -0.9622, -2.0192], [-0.6319, -1.7219, -2.2335], [0.4312, -1.5196, -1.1960], [2.7976, 1.4915, -0.7938], [2.1441, 0.1573, -0.9233], [0.8147, -0.1026, -0.8326], [-2.3865, -0.9927, -0.5454], [-1.9089, 0.0768, -2.4234], [-2.7253, -1.4637, -2.6484], [-0.8059, -2.7875, -2.4292], [-0.1316, -1.3567, -3.1728], [0.1192, -1.8642, -0.1607], [1.3275, -2.1335, -1.2397], [2.2185, 2.1302, -0.1369], [3.6026, 1.3676, 0.0098], [3.4484, 1.8262, -1.6216], [2.9609, -0.5428, -1.0671], [0.0526, 0.6166, -0.7284], [-2.6650, -1.8361, 0.0285], [-3.2085, -0.3647, -0.2477], [-1.5720, -0.5834, -0.0681], [1.9484, 3.3347, -2.0919], [0.9348, 4.5046, -2.4460], [1.2056, 3.8907, -1.7758], [-0.6548, -2.6041, 3.1818], [-0.8778, -1.4160, 2.2098], [-0.6233, -2.3452, 2.2717], [3.0185, -0.5532, 0.7941], [4.1620, -0.8393, 1.8887], [3.4804, -0.1918, 1.5591], [2.0231, 0.3365, 2.8134], [2.3534, 0.2902, 4.1863], [1.5605, 0.1327, 3.6693], [0.2973, 2.8591, -0.6000], [0.3803, 3.8212, 0.4216], [-0.1950, 3.0849, 0.2154], [-0.4105, 1.4962, 1.3088], [-0.4874, 0.3622, 2.3612], [-0.7848, 0.5873, 1.4662], [-2.4840, -4.7666, -0.1249], [-1.5772, -4.1543, 1.0041], [-2.1811, -3.9716, 0.2902], [2.3199, -3.1443, 1.8136], [1.3841, -2.0078, 1.5582], [2.2452, -2.3548, 1.2756], [-3.7887, 1.2591, 0.8307], [-3.5886, 1.8521, -0.5275], [-4.0921, 1.1109, -0.0906], [-3.1465, 3.7076, -1.3007], [-1.7659, 3.3129, -0.6479], [-2.5763, 2.9716, -1.0650]]
}

=====

{
  "formula": "C6H35NO10S",
  "method": "ωB97M-V with the def2-TZVPD basis set",
  "smiles": "CN(C)CCCCS.O.O.O.O.O.O.O.O.O.O",
  "homo_ev": -9.0,
  "e_above_lowest_kj_mol": 293.1,
  "homo_lumo_gap_ev": 9.1,
  "e_tot_ha": -1454.87604,
  "symbols": ["C", "N", "C", "C", "C", "C", "C", "S", "H", "H", "H", "H", "H", "H", "H", "H", "H", "H", "H", "H", "H", "H", "H", "O", "H", "H", "O", "H", "H", "O", "H", "H", "O", "H", "H", "O", "H", "H", "O", "H", "H", "O", "H", "H", "O", "H", "H", "O", "H", "H", "O", "H", "H"],
  "positions_angstrom": [[-0.0535, -0.0371, 3.3248], [0.2853, -0.5349, 1.9537], [1.7074, -0.8541, 1.8506], [-0.1133, 0.4481, 0.9299], [0.7989, 1.5981, 0.5232], [1.0514, 2.7625, 1.4379], [-0.1016, 3.4763, 2.0495], [-1.3365, 4.2438, 0.8521], [-1.0847, 0.3630, 3.2443], [0.6880, 0.7366, 3.5659], [-0.1182, -0.8821, 4.0609], [1.9598, -1.6565, 2.5443], [1.8619, -1.2911, 0.8290], [2.2724, 0.0908, 1.8780], [-1.0916, 0.8842, 1.2564], [-0.2305, -0.1532, 0.0027], [0.3120, 2.0435, -0.3395], [1.7328, 1.1605, 0.1514], [1.8581, 3.4219, 1.0879], [1.5791, 2.2823, 2.2593], [-0.5931, 2.8248, 2.8051], [0.2385, 4.3897, 2.5619], [-2.4147, 3.4946, 0.8295], [-0.4936, -3.9926, -1.3380], [-1.1595, -4.6674, -1.5008], [-0.9909, -3.2171, -1.0002], [4.9032, -0.5654, 1.2989], [4.6650, 0.3285, 1.5807], [4.4674, -0.5896, 0.4242], [-2.0974, -0.6138, -2.6761], [-2.0662, -1.5551, -2.4596], [-1.8293, -0.5425, -3.6015], [3.7261, 0.6098, -1.5019], [2.9747, -0.0044, -1.6231], [3.5685, 1.3023, -2.1525], [1.0901, -1.0678, -1.8981], [0.1973, -1.4325, -1.7017], [0.5610, -0.4017, -2.3988], [-4.2376, -1.3960, 0.7860], [-3.8288, -0.5150, 0.7046], [-4.2645, -1.5061, 1.7486], [-0.2672, -2.8888, -3.6225], [0.1356, -3.2408, -2.7903], [0.4857, -2.4004, -3.9755], [-1.7722, -2.0181, 0.1095], [-2.7330, -1.8166, 0.1939], [-1.2320, -1.8653, 0.8949], [-4.1735, 0.3134, -1.1149], [-3.4259, -0.0168, -1.6821], [-4.7938, -0.1237, -1.7326], [0.8908, 1.7510, -3.1753], [1.4481, 0.9815, -3.0390], [1.0441, 2.3393, -2.4158]]
}

=====

{
  "formula": "C6H35NO12",
  "method": "ωB97M-V with the def2-TZVPD basis set",
  "total_charge": -1,
  "homo_ev": [-0.3, -3.8],
  "multiplicity": 2,
  "e_above_lowest_kj_mol": 158.2,
  "homo_lumo_gap_ev": [3.0, 6.4],
  "e_tot_ha": -1207.17770,
  "symbols": ["C", "N", "C", "C", "C", "C", "C", "H", "H", "H", "H", "H", "H", "H", "H", "H", "H", "H", "H", "H", "O", "H", "H", "O", "H", "H", "O", "H", "H", "O", "H", "H", "O", "H", "H", "O", "H", "H", "O", "H", "H", "O", "H", "H", "O", "H", "H", "O", "H", "H", "O", "H", "H", "O"],
  "positions_angstrom": [[1.7694, 1.0968, -2.2221], [1.1099, 0.4297, -1.1143], [-0.1523, 1.1449, -0.5352], [-0.3005, -1.4957, 3.6129], [-0.5166, -0.3039, 3.0237], [-0.4723, -0.1628, 1.5915], [-0.1555, 1.0100, 0.9544], [1.3408, 0.7635, -3.1856], [2.7936, 0.7185, -2.1350], [1.7326, 2.2053, -2.2459], [1.6357, 0.4102, -0.2450], [-1.0327, 0.5793, -0.9008], [-0.2876, 2.1169, -0.9320], [-0.1397, -2.3952, 3.0210], [-0.1888, -1.6322, 4.6908], [-0.5946, 0.6108, 3.6212], [-0.7869, -1.0788, 1.0843], [-0.1918, 1.9244, 1.5376], [-3.0520, -2.0876, -0.6903], [-3.6134, -1.4211, 0.5340], [-3.1072, -2.1946, 0.2694], [-4.4871, 0.4293, 1.6777], [-4.2354, 1.1096, 0.3925], [-4.8280, 0.4082, 0.7660], [-0.4148, -0.7958, -2.6405], [-1.0990, -2.0827, -3.0141], [-1.0753, -1.4093, -2.3389], [-0.2417, -2.3425, -0.8006], [-1.2752, -3.4102, -0.4765], [-0.3600, -3.1854, -0.3162], [1.6339, -1.5347, -2.9790], [1.8624, -3.0553, -3.2224], [1.3219, -2.3023, -3.4834], [0.9779, -2.6674, 1.0806], [2.0494, -2.1267, 0.1812], [1.9486, -2.5794, 1.0248], [-2.7450, 2.2802, -0.9677], [-2.3317, 2.6433, 0.5274], [-3.0466, 2.3721, -0.0480], [-1.2216, 4.6590, -1.8081], [-0.2926, 3.7713, -1.1788], [-0.9030, 3.7663, -1.9288], [0.8931, -4.0135, -1.4030], [2.1779, -4.5294, -0.7866], [1.7228, -4.4988, -1.6340], [1.0533, 3.3939, 0.8488], [0.5437, 4.6662, 1.4174], [0.7354, 4.2865, 0.5693], [3.4406, -0.2869, 1.8852], [2.2508, -0.9282, 1.7369], [2.5372, 0.0300, 1.7295], [2.8873, 3.1229, 1.3566], [2.3898, 1.7927, 2.0377], [2.3410, 2.7787, 2.0608]]
}